[1]
DFT (wB97M-V/def2-TZVPD) results for a 10-piece molecular cluster, C39H95O20P overall in a non-equilibrium geometry.

XYZ file:
```
155
Properties=species:S:1:pos:R:3:forces:R:3
C -1.207423 -3.801852 -2.406464 0.7 -0.8 0.2
O -0.754415 -2.477567 -2.651683 -0.6 0.5 -0.8
P -1.007590 -1.796951 -4.107003 0.2 0.9 1.3
O -2.346940 -1.985652 -4.659010 0.4 -0.1 0.1
O -0.603503 -0.276755 -3.792949 -0.1 -1.2 -0.4
C 0.759936 0.024328 -3.422706 -0.1 -0.3 0.0
O 0.231364 -2.314943 -4.953001 -0.1 0.0 -0.2
C 0.132790 -3.583294 -5.589317 -0.3 -0.9 -0.4
H -0.368713 -4.493752 -2.553461 0.0 0.1 0.1
H -1.997619 -4.169367 -3.062003 -0.3 0.5 0.1
H -1.493062 -3.857837 -1.357388 -0.2 0.0 -0.1
H 1.351809 0.155975 -4.328064 0.0 0.2 0.1
H 1.193415 -0.790391 -2.839981 -0.1 0.1 0.1
H 0.707098 0.915818 -2.804083 0.2 0.1 -0.1
H 0.129284 -3.470468 -6.671626 0.3 0.2 0.0
H -0.782700 -4.136809 -5.362181 -0.2 0.4 0.2
H 0.942360 -4.238578 -5.270074 0.3 0.3 0.0
C 2.907428 5.576558 -0.285562 0.0 0.3 -1.0
C 1.957022 4.542558 -0.888114 0.3 -0.4 1.0
C 2.755346 3.270047 -0.631126 0.0 0.2 0.0
O 4.122071 3.645721 -0.849237 0.3 -0.2 -0.2
C 4.235491 5.067090 -0.856470 -0.9 0.3 0.0
H 2.908258 5.587321 0.802807 -0.2 0.0 0.0
H 2.652674 6.546318 -0.718225 0.2 0.2 0.5
H 1.860982 4.698188 -1.963147 -0.1 0.1 0.0
H 0.979943 4.529000 -0.407609 -0.1 0.0 -0.1
H 2.433613 2.455346 -1.280730 0.4 -0.1 -0.1
H 2.689983 2.917898 0.402223 -0.3 0.0 0.0
H 4.272262 5.433181 -1.889043 0.4 -0.1 0.0
H 5.106329 5.407642 -0.301084 0.1 -0.2 0.0
C 1.893800 -4.046941 2.372229 0.0 -0.8 -1.2
C 1.246177 -4.073144 3.732853 -0.1 0.8 -0.3
C 2.048640 -2.969325 4.450128 -0.6 -0.3 -0.3
O 3.328608 -2.898174 3.807063 -0.1 0.5 0.4
C 3.342014 -3.713676 2.648991 -0.1 -0.5 -0.1
H 1.497858 -3.293638 1.682307 -0.2 0.3 0.5
H 1.755479 -4.972962 1.803915 0.2 -0.1 0.2
H 1.350068 -5.054244 4.192725 -0.1 0.1 0.1
H 0.199422 -3.793533 3.609372 -0.1 -0.2 0.5
H 2.121236 -3.170365 5.519051 0.5 0.0 0.0
H 1.531103 -2.012767 4.334465 0.1 0.1 0.0
H 3.958622 -4.589656 2.890600 -0.1 0.0 -0.3
H 3.725093 -3.218034 1.752272 0.5 0.3 0.5
C 4.963620 1.078209 3.732582 -0.1 0.0 0.6
O 6.201157 1.187310 3.080616 0.0 0.7 -0.6
C 7.272698 1.312459 3.966788 1.0 -1.9 1.0
C 8.612483 1.262123 3.241039 -0.9 1.4 -0.4
O 8.890152 -0.016649 2.756534 0.1 -0.3 0.2
C 9.806435 -0.008714 1.689702 0.1 0.0 -0.7
H 4.881737 0.124570 4.266575 0.0 0.0 0.0
H 4.141458 1.148401 3.024316 0.2 0.0 -0.2
H 4.840401 1.883848 4.466314 0.0 0.0 0.0
H 7.282121 0.423343 4.620464 -0.1 0.0 0.1
H 7.231055 2.140878 4.681724 -0.2 0.5 -0.5
H 9.421159 1.645769 3.873289 0.0 -0.2 0.2
H 8.502306 1.999216 2.428988 0.3 -0.2 -0.2
H 10.262045 -0.988757 1.557424 -0.2 -0.1 0.3
H 10.624572 0.709712 1.800952 -0.1 0.1 0.3
H 9.286372 0.220524 0.753872 0.1 0.1 0.0
C -6.516041 -1.162693 2.039408 -1.3 0.1 -0.6
O -5.677932 -2.285020 2.103794 0.7 0.4 0.5
C -5.624268 -2.976904 0.895555 0.0 -1.1 -1.1
C -4.674134 -4.172136 1.001230 -0.2 0.4 0.4
O -5.089753 -5.100353 1.973868 0.5 -0.2 0.6
C -6.337155 -5.693511 1.723254 -0.2 0.0 -0.4
H -6.381924 -0.409996 2.815567 0.6 -0.4 0.3
H -7.561369 -1.497228 2.127314 0.0 0.1 -0.1
H -6.425619 -0.636694 1.080350 0.1 -0.1 0.0
H -5.291171 -2.368019 0.044361 0.1 0.3 0.2
H -6.605289 -3.365815 0.590594 -0.2 0.2 0.2
H -3.700724 -3.768872 1.289649 0.0 -0.3 0.3
H -4.522046 -4.713886 0.059399 -0.3 0.4 -0.3
H -6.469824 -6.576001 2.344553 0.3 0.1 0.2
H -6.409516 -6.029362 0.680483 0.0 0.1 -0.1
H -7.158089 -5.000010 1.923186 -0.1 0.0 0.0
C -2.360675 -1.373688 0.627783 -0.3 0.0 -0.3
O -2.063296 -0.017231 0.385900 0.0 0.3 0.2
C -0.859424 0.242681 -0.271402 0.9 0.5 -0.2
C 0.360634 -0.306034 0.447841 0.9 -0.8 -0.3
O 1.562449 0.234910 -0.105949 -0.8 -0.3 0.3
C 2.678395 -0.384693 0.507339 0.5 0.4 -1.0
H -3.247085 -1.310069 1.257111 0.2 -0.5 0.3
H -1.523036 -1.930379 1.058809 -0.2 0.2 0.5
H -2.627528 -1.952096 -0.269745 0.0 0.4 -0.3
H -0.688101 1.319991 -0.368612 -0.5 0.1 0.3
H -0.880744 -0.123095 -1.300280 0.0 -0.3 0.0
H 0.394299 -1.392952 0.275500 0.0 0.0 0.1
H 0.420871 -0.166610 1.533615 -0.7 0.3 0.0
H 3.503176 -0.183655 -0.178971 0.2 -0.1 0.3
H 2.543214 -1.467727 0.573158 0.0 0.0 0.1
H 2.935938 0.041247 1.481476 -0.3 -0.1 0.1
C -2.312575 -1.761603 4.605124 0.4 -0.2 -0.6
O -2.546908 -0.551404 5.264564 0.1 -0.2 0.5
C -3.561126 0.207168 4.657662 0.4 0.6 -0.3
C -3.873673 1.402079 5.552943 -0.6 -1.1 -0.2
O -2.767882 2.241509 5.629028 0.4 0.5 -0.2
C -2.848648 3.145979 6.709620 -0.6 -0.6 0.3
H -3.217236 -2.376671 4.561363 0.0 -0.1 0.0
H -1.501772 -2.311776 5.083986 -0.2 0.1 0.5
H -1.934722 -1.603249 3.583440 -0.3 0.2 -0.1
H -4.453641 -0.400389 4.458110 -0.1 0.0 0.2
H -3.188578 0.566275 3.685460 -0.1 0.1 0.0
H -4.146345 1.001414 6.540510 0.1 0.1 0.1
H -4.773836 1.902508 5.167343 0.1 0.2 -0.1
H -3.005239 2.558864 7.624407 0.2 0.2 0.1
H -3.718711 3.807770 6.626316 0.1 0.2 -0.2
H -1.931249 3.719479 6.786536 0.1 0.0 -0.2
C 5.651021 -3.372110 -0.543058 0.3 -0.3 -1.0
O 5.748813 -1.974959 -0.631216 0.7 0.5 0.5
C 6.007839 -1.522323 -1.953764 -1.1 -1.3 -0.2
C 6.185550 -0.029547 -2.132990 0.5 -0.1 -0.9
O 7.173857 0.575596 -1.339090 -0.3 -0.2 0.5
C 6.652787 0.891265 -0.055693 -0.6 0.3 0.6
H 6.306872 -3.837736 -1.291166 0.0 0.0 0.0
H 4.639204 -3.715549 -0.788585 -0.1 0.0 0.2
H 5.988799 -3.757357 0.415937 -0.2 0.4 0.3
H 5.131240 -1.891013 -2.516425 0.0 0.6 -0.5
H 6.821719 -2.081945 -2.434716 0.4 0.2 0.6
H 5.235040 0.513281 -2.147040 0.0 0.1 0.5
H 6.576395 0.054492 -3.152453 -0.2 0.0 -0.1
H 7.423939 1.246588 0.621278 0.3 -0.1 -0.3
H 6.166588 0.042050 0.429654 0.2 -0.1 -0.1
H 5.901039 1.688278 -0.113951 0.0 0.1 -0.2
C -3.186837 6.533212 -6.612652 0.8 -1.0 0.1
O -2.738907 5.714186 -5.545932 0.3 -0.3 0.1
C -2.592997 6.419964 -4.330370 0.2 0.3 -0.7
C -1.752007 5.669219 -3.326655 -1.2 0.1 0.4
O -2.529851 4.652464 -2.710074 0.2 -0.4 -0.5
C -1.734400 3.759022 -1.985330 0.2 -0.7 0.3
H -2.451300 7.322011 -6.798939 -0.4 0.5 0.2
H -4.205487 6.873986 -6.431919 0.0 0.3 -0.2
H -3.119010 5.886532 -7.486853 -0.5 0.0 -0.1
H -3.604801 6.652385 -3.977095 0.3 0.2 0.4
H -2.010941 7.330752 -4.547462 -0.4 0.2 0.1
H -1.492192 6.365784 -2.523032 0.4 0.2 -0.2
H -0.861038 5.301437 -3.842215 0.1 -0.3 0.2
H -2.299696 2.880246 -1.669617 -0.4 0.3 -0.1
H -1.320541 4.206343 -1.074290 0.1 0.2 -0.1
H -0.925436 3.331415 -2.591937 0.2 0.3 -0.1
C -8.282051 -1.257932 -4.799525 -0.2 -0.6 0.1
O -7.095436 -1.037526 -4.088909 0.1 0.0 0.1
C -7.255716 -0.122878 -3.015265 -0.1 -0.4 -0.9
C -5.979831 -0.110767 -2.220472 0.0 0.4 0.6
O -4.934312 0.387384 -2.997563 0.0 0.5 -0.6
C -3.711983 0.479028 -2.309448 -0.1 -0.7 0.2
H -8.694540 -0.337490 -5.219636 -0.1 0.1 0.0
H -9.029996 -1.762041 -4.171442 -0.2 0.3 0.2
H -8.089829 -1.981387 -5.591339 0.3 0.3 -0.2
H -8.135139 -0.420408 -2.432237 0.2 0.0 0.4
H -7.479580 0.868328 -3.426755 0.2 0.1 0.1
H -5.735053 -1.107543 -1.829473 -0.1 -0.1 -0.2
H -6.133964 0.543532 -1.346743 0.0 0.0 0.1
H -3.497930 -0.512940 -1.891864 0.3 0.1 0.2
H -3.725884 1.206766 -1.492367 -0.2 0.0 0.0
H -2.911430 0.721306 -3.002717 -0.2 0.1 -0.2
```
Positions in Å, forces in eV/Å.

## Properties
- ΔE to the lowest compared entry with this formula, charge and spin: 0.0 kcal/mol
- Charge: 0
- Total energy: -3388.80414 Ha
- Frontier orbital gap: 9.62 eV
- Strongest force on any atom: 2.323 eV Å⁻¹
- Structure (SMILES): COP(=O)(OC)OC.C1CCOC1.C1CCOC1.COCCOC.COCCOC.COCCOC.COCCOC.COCCOC.COCCOC.COCCOC



[2]
DFT (wB97M-V/def2-TZVPD) results for a 7-piece molecular cluster, C24H60ClN6O18P2 overall in a non-equilibrium geometry.

XYZ file:
```
111
Properties=species:S:1:pos:R:3:forces:R:3
Cl -1.682105 0.679222 0.411355 1.1 0.2 0.8
O -2.050030 1.547751 1.513353 -0.5 0.2 -0.1
O -2.754247 -0.273757 0.200507 -0.2 -0.3 -0.2
O -1.454607 1.459574 -0.772688 -0.6 0.2 -0.4
O -0.458470 0.001283 0.763813 -0.5 -0.4 -0.1
O 3.075717 -0.291502 0.970245 0.8 -0.2 0.1
P 3.599918 -1.602841 1.382855 -0.5 -0.5 0.3
N 2.548935 -2.592674 2.246835 1.0 0.2 -0.3
C 1.443283 -3.273689 1.598458 -0.5 0.3 0.1
C 2.338725 -2.322303 3.668494 0.2 -0.4 -0.2
N 4.938601 -1.482449 2.421252 -0.6 0.6 0.4
C 5.754271 -2.629230 2.715838 -0.1 -0.7 -0.1
C 5.624306 -0.206541 2.462186 0.7 0.6 -0.7
N 4.089556 -2.578973 0.107589 -0.7 0.0 -0.1
C 4.561141 -1.972798 -1.123779 1.0 0.1 0.5
C 4.263510 -4.022720 0.165767 -0.2 0.7 0.0
H 1.712537 -3.757248 0.659469 0.2 0.0 0.1
H 0.623803 -2.579113 1.371203 0.0 0.0 0.1
H 1.072106 -4.026379 2.299111 0.0 -0.1 -0.2
H 2.982035 -1.505227 3.984201 -0.1 0.0 0.1
H 2.600651 -3.227380 4.229263 0.0 0.1 0.2
H 1.301915 -2.086890 3.908810 0.0 0.2 -0.2
H 6.498823 -2.387921 3.474161 0.0 0.1 0.0
H 5.154198 -3.454952 3.113916 -0.1 0.1 0.0
H 6.280666 -3.048290 1.844798 0.1 0.2 0.0
H 6.112897 0.017630 1.499775 -0.1 0.1 0.0
H 4.991510 0.650942 2.684798 -0.3 -0.3 -0.1
H 6.443049 -0.189243 3.185711 -0.2 -0.4 0.2
H 5.640049 -2.191970 -1.193205 0.0 0.0 -0.3
H 4.096323 -2.353923 -2.035721 -0.4 0.0 0.2
H 4.475683 -0.889164 -1.070338 -0.3 0.0 -0.1
H 5.325093 -4.285400 0.104725 0.0 -0.2 0.1
H 3.740989 -4.467111 -0.687928 0.0 -0.2 0.0
H 3.819797 -4.382307 1.091743 0.2 -0.2 0.0
O 1.292658 0.712856 -2.027365 0.4 0.0 -0.6
P 0.811084 -0.152379 -3.105878 -0.9 -1.0 -0.3
N 2.017875 -1.098311 -3.827826 -0.2 0.5 0.9
C 3.287036 -0.442607 -4.039578 0.5 -0.2 -1.3
C 1.771205 -2.403759 -4.410760 0.4 0.6 -0.2
N 0.078823 0.642160 -4.395697 -0.2 0.4 0.4
C -0.182641 2.074681 -4.185397 0.2 -0.3 0.5
C 0.163766 0.189104 -5.770543 0.3 0.7 0.3
N -0.343981 -1.266977 -2.654303 0.0 -0.7 0.1
C -1.576928 -1.563907 -3.369143 0.4 0.6 -0.7
C -0.097354 -2.136147 -1.513407 1.6 0.7 0.3
H 3.647123 0.164251 -3.212067 -0.3 -0.2 0.3
H 3.285656 0.219587 -4.924708 -0.1 0.0 0.1
H 4.020063 -1.214521 -4.299422 0.2 0.1 0.3
H 2.731147 -2.818539 -4.728634 0.0 -0.2 0.3
H 1.181348 -2.350062 -5.332347 -0.2 -0.1 0.1
H 1.292625 -3.053593 -3.682996 -0.1 -0.2 -0.1
H -0.755897 2.455448 -5.030426 0.0 0.1 0.0
H -0.730264 2.200954 -3.249902 -0.1 0.0 -0.1
H 0.736598 2.648878 -4.041848 0.0 0.1 -0.3
H -0.195290 -0.829496 -5.892500 0.2 -0.1 0.0
H -0.472758 0.828359 -6.386637 -0.1 -0.1 0.1
H 1.183792 0.319267 -6.155154 0.0 -0.4 -0.2
H -1.385296 -1.658887 -4.443334 -0.1 0.0 0.0
H -1.995868 -2.522666 -3.070806 0.1 0.0 0.4
H -2.310609 -0.766048 -3.235753 -0.2 -0.1 0.1
H 0.239832 -3.140765 -1.807694 -0.8 -0.3 -0.1
H -0.906494 -2.077778 -0.789733 -0.2 -0.4 -0.1
H 0.794570 -1.770945 -0.985074 -0.3 0.3 0.1
C -4.740069 -0.886721 2.725487 -0.2 0.4 -0.2
O -5.627091 -1.497288 3.680520 -0.3 0.1 0.0
C -5.240982 -2.664788 4.166031 0.3 0.1 -0.3
O -4.270517 -3.291506 3.831113 0.1 -0.1 0.1
O -6.114134 -3.030681 5.101393 -0.7 0.1 0.5
C -5.772327 -4.187878 5.857588 0.6 -0.3 -0.8
H -3.795236 -0.679861 3.216654 0.2 -0.1 -0.3
H -5.209785 0.051852 2.441653 0.0 0.0 0.2
H -4.649652 -1.462538 1.808628 0.3 -0.3 0.2
H -6.487442 -4.310910 6.661034 0.0 0.3 0.1
H -4.742134 -4.072116 6.193928 -0.1 -0.2 0.3
H -5.807838 -5.068771 5.212383 0.0 0.0 0.1
C -1.154582 -0.568908 4.037686 -1.0 0.1 -0.4
O -0.114860 -0.162715 4.912231 0.3 -0.2 0.5
C 0.765881 0.756497 4.512823 -0.2 0.0 -0.8
O 0.744985 1.391922 3.500535 -0.2 0.0 0.0
O 1.718604 0.831674 5.441188 0.4 -0.2 0.7
C 2.828256 1.681183 5.111037 -0.9 -0.1 -0.3
H -0.821640 -1.074481 3.130640 0.4 0.1 0.1
H -1.802127 0.247081 3.709556 0.4 0.3 0.0
H -1.783731 -1.241249 4.621446 0.2 -0.1 0.1
H 3.410496 1.733115 6.023571 0.2 0.1 -0.1
H 2.438541 2.649477 4.797632 0.2 0.1 0.1
H 3.359821 1.245958 4.264894 0.2 0.0 0.1
C -3.570955 2.971579 -3.270693 -0.3 -1.5 0.6
O -4.255180 4.190768 -3.009027 0.1 0.4 -0.8
C -4.886635 4.389460 -1.862139 0.6 -0.3 0.4
O -5.402953 5.434380 -1.586309 -0.4 0.3 0.0
O -4.810228 3.320644 -1.069639 0.1 -0.4 0.3
C -5.414664 3.429809 0.223623 -0.3 0.7 -0.3
H -3.180791 2.518997 -2.357353 0.3 0.3 0.0
H -2.774087 3.095410 -3.993726 -0.1 0.6 0.0
H -4.262793 2.211560 -3.649171 -0.1 0.3 -0.2
H -6.489572 3.361181 0.053909 0.0 -0.1 0.4
H -5.187789 4.400837 0.664578 0.0 0.0 -0.1
H -5.019095 2.659636 0.875777 0.0 -0.3 -0.3
C -2.096808 4.865649 -0.117180 0.0 -0.1 0.5
O -1.739335 5.258715 -1.446320 -0.6 0.6 -0.2
C -0.531804 4.861225 -1.846055 0.2 -0.4 0.3
O 0.223230 4.184364 -1.222930 0.2 0.1 0.2
O -0.227070 5.297639 -3.076505 0.0 0.0 -0.5
C -1.145951 6.139883 -3.763306 0.1 0.9 0.3
H -2.288395 3.795483 -0.104733 0.4 -0.1 0.3
H -2.995785 5.390528 0.207511 -0.1 0.2 -0.6
H -1.315182 5.177732 0.574107 0.2 -0.5 0.0
H -1.243877 7.087110 -3.221597 -0.3 -0.2 0.1
H -2.126662 5.685049 -3.882883 0.0 0.0 -0.1
H -0.682499 6.421472 -4.707239 0.0 -0.5 -0.1
```
Positions in Å, forces in eV/Å.

## Properties
- ΔE to the lowest compared entry with this formula, charge and spin: 0.0 kcal/mol
- Charge: -1
- Total energy: -3776.13957 Ha
- Frontier orbital gap: 8.41 eV
- Strongest force on any atom: 1.743 eV Å⁻¹



Question: What is the formula in the second record?
Answer: C24H60ClN6O18P2